Record 1
Formula: C38H42F5HfN3O2P3S2Se
Source: OMol25
Level of theory: ωB97M-V/def2-TZVPD

Output
ΔE to the lowest compared entry with this formula, charge and spin	326.6	kJ/mol
HOMO (alpha / beta)	-13.3 / -13.3	eV
⟨S²⟩	0.768
strongest force on any atom	8.373	eV/Å
LUMO (alpha / beta)	-0.20084 / -0.24434	hartree

Structure (ORCA input):
```
! wB97M-V def2-TZVPD RIJCOSX def2/J DEFGRID3
* xyz 2 2
H 4.70380 -1.54786 5.41745
C 1.89520 6.35051 -3.20828
H 4.91907 -2.66951 -3.93932
C -4.31926 0.96847 -2.38751
H 2.83177 1.64464 6.08660
N 0.70868 -3.25227 0.55739
C -3.24111 -4.04787 1.33965
C 4.10513 -1.63655 4.50730
H -2.57740 1.56999 2.39598
C -1.47522 -5.01333 -1.58221
H -1.53740 6.07653 -3.54691
C 1.00448 5.05208 -3.05972
N 1.04649 7.48590 -3.35788
H -0.49849 -2.75428 -4.60653
P 1.66714 -1.84492 0.62472
H 0.69688 7.86387 -2.49927
O 1.03478 1.53732 4.34475
H 1.16124 -2.87597 3.45697
O -1.21793 2.53987 3.68916
H 2.07226 3.24811 6.16400
H 4.08098 -4.56927 -2.63415
H 1.87926 2.06357 7.49291
H 2.41386 -2.53824 5.47439
C 0.74122 1.55039 5.79243
C -0.82378 -3.39608 -3.77853
C 4.35224 -2.49491 -3.04111
H -0.12132 -4.66070 2.33199
C -1.41424 -5.54632 -2.87101
H -5.02614 -5.07672 1.96534
H -2.23949 4.14289 1.61339
H -3.17789 4.55574 3.15025
H -0.54981 4.19396 -4.04109
H 0.39347 5.16211 -2.14304
Hf -0.74692 -0.17852 0.45975
C -1.69614 1.20093 -2.61278
C 2.75460 -2.09946 -0.81236
C -2.37994 0.57171 -3.50766
C 3.23389 -1.02432 -1.51701
F -1.97321 -0.58958 -4.17274
H -1.23926 -6.30304 3.84732
H -0.58735 -1.79455 -2.35706
H 5.59947 -0.75657 3.34032
H -1.39347 6.09618 -5.27441
H -0.27670 1.98703 6.01907
C 2.15871 -2.39924 3.35064
H -3.81604 -6.55024 3.54706
H 0.68090 4.86456 -5.02079
H 2.75100 -4.27816 -0.60202
Se -0.00210 0.94649 -1.78089
C -1.13822 -3.65715 -1.37992
H 0.49051 7.51462 -5.38432
C 2.65143 -1.97502 2.10080
C -3.47388 1.39773 -3.45764
H -0.96438 -5.19924 -4.94870
C -2.84850 2.10188 -2.28966
H -3.78267 -3.41525 0.67521
C 4.62501 -1.21829 3.32352
C -2.96197 3.77568 2.38465
F -5.18238 -0.10168 -2.22505
H 0.61353 0.52910 6.08103
H -1.72560 -5.69132 -0.71580
F -2.72808 -0.03821 0.27962
H -3.21811 2.22332 3.81674
C -0.83037 -2.86679 -2.48840
H 0.91599 -4.20945 0.53358
C 2.84448 -2.22298 4.54126
H 1.53318 4.13031 -3.07837
C -4.03828 1.74905 -1.40421
C 1.93688 2.18093 6.40605
N 0.05653 4.99329 -4.26097
C 0.03601 7.47364 -4.39480
P -0.95386 -2.93160 0.23487
C 4.06017 -1.19261 -2.61421
H -0.64610 8.31642 -4.36696
F -2.44725 3.44399 -2.42345
H 4.40188 -1.11474 1.14824
F -4.38598 1.56963 -0.14329
H -1.65813 -6.62435 -2.92835
H 4.33493 -0.27163 -3.17754
H -3.88589 3.56471 1.90092
P -0.14037 1.42264 3.30064
C 3.05504 -3.40623 -1.17782
C -1.85604 -5.69575 3.11987
C -3.24402 -5.81657 3.00825
S 0.47224 2.01114 1.50594
H 2.47292 6.23119 -4.12074
C -0.82757 6.26566 -4.35071
C -2.54061 2.49231 3.01954
C 3.84132 -3.58483 -2.31858
C -1.87998 -3.93622 1.43701
C -3.92608 -5.02037 2.10243
H 2.98874 -0.00229 -1.30350
C -1.04321 -4.75965 -3.94177
S -0.81827 -0.46639 3.24541
H 2.49382 6.46706 -2.28871
C -1.17358 -4.80017 2.28292
C 3.93885 -1.40996 2.12041
*
```


Record 2
Formula: C35H26BN7O4RhS
Source: OMol25
Level of theory: ωB97M-V/def2-TZVPD

Output
ΔE to the lowest compared entry with this formula, charge and spin	0.0	kJ/mol
HOMO (alpha / beta)	-9.3 / -10.7	eV
⟨S²⟩	6.061
strongest force on any atom	0.395	eV/Å
LUMO (alpha / beta)	-0.09254 / -0.14557	hartree

Structure (ORCA input):
```
! wB97M-V def2-TZVPD RIJCOSX def2/J DEFGRID3
* xyz 1 5
C -1.97203 2.82358 -0.18938
N 0.64707 -0.74829 -1.21246
N -1.91989 -1.41792 -1.06604
H -3.65246 4.71754 0.78989
C -3.13828 5.04140 -0.10375
H 4.85233 0.07464 -1.69074
N -2.52131 2.43296 0.91263
C 5.62325 -1.73405 -0.81513
C -0.94566 -3.55225 -3.92350
C -0.49369 2.44983 -1.95709
H 6.65426 -1.50058 -1.04393
H -3.58061 -4.00971 -3.38717
H -0.25180 -3.00480 1.97974
N -2.12863 1.18473 1.30907
H -3.72460 -1.22031 -0.13264
H -0.15671 3.94995 -3.27168
C -3.18598 -1.73147 -0.92334
H -1.24565 6.13660 -3.30048
O 0.26075 0.78546 2.99332
C 2.36826 2.06131 3.31383
C 1.64401 0.92947 3.03972
C 3.75577 1.93134 3.25901
O 1.98862 0.98160 -0.18148
O 1.26548 -1.22738 2.47066
C -2.12060 -3.35606 2.95399
C -1.75032 -2.96902 -2.91447
C -1.57314 4.57058 -1.86515
C 2.24583 -0.27368 2.72579
H -2.83225 7.67558 -2.20284
C -2.24506 4.15927 -0.71576
H 1.98282 -1.97347 -3.28456
C -3.34775 6.29478 -0.63699
H 3.73606 -4.16074 0.61366
H -2.03491 -4.43175 2.91057
H -3.58878 1.23918 2.77327
C -1.77837 5.83454 -2.40738
H -4.87737 -2.89473 -1.58020
C -3.23258 -2.73188 3.60973
C -2.66607 6.69035 -1.78905
H -4.04022 6.97537 -0.16168
H -1.38360 -4.27811 -4.59590
N -0.68000 3.67134 -2.45676
C -2.76377 0.68600 2.33467
C -1.18232 -2.02292 -2.04141
H 1.93799 -2.56804 0.00486
C 4.62111 -0.84854 -1.17599
C -3.83225 -2.67340 -1.74192
H 5.43990 0.66110 2.90785
O 2.32745 0.53992 -2.58970
H -4.25786 -0.88221 3.91471
H 0.21869 1.81527 -2.47457
C 2.97092 -2.34547 -0.22619
H 4.06858 -1.36379 2.40646
C 3.60841 -0.42023 2.66509
C -3.37760 -1.37631 3.52356
H 0.98282 -3.62393 -4.80714
C 0.19626 -1.66403 -2.16396
H 4.37403 2.79373 3.46711
B 0.08054 -0.53146 2.63107
C -1.15226 -2.59702 2.41446
C -2.43904 -0.59457 2.82514
H 6.08978 -3.61495 0.10166
H 1.88611 2.99845 3.55328
Rh -0.67584 0.04314 0.12322
N -1.10211 1.99907 -0.90317
H -3.97139 -3.33319 4.11921
C -3.11536 -3.28342 -2.73203
C 5.30377 -2.92292 -0.17037
S 2.06690 0.03030 -1.26702
C 3.30296 -1.16332 -0.87018
C 0.94329 -2.24306 -3.15972
N -1.21245 -1.19319 2.46047
C 3.98208 -3.23074 0.11849
C 4.36061 0.72121 2.94209
C 0.36380 -3.18662 -4.03533
*
```


Record 3
Formula: C14H25N2STl
Source: OMol25
Level of theory: ωB97M-V/def2-TZVPD

Output
HOMO	-7.7	eV
strongest force on any atom	0.298	eV/Å
LUMO	0.01558	hartree

Structure (ORCA input):
```
! wB97M-V def2-TZVPD RIJCOSX def2/J DEFGRID3
* xyz 0 1
H -3.27080 3.31167 2.30782
H 0.69353 -2.83437 -0.87312
C -2.69975 2.47805 0.38987
H -1.73598 -2.75610 -1.34929
C 4.81623 -0.33095 -0.09665
Tl 3.12696 -0.71243 -2.23255
C -3.11432 -2.35895 1.01061
H -2.01064 -4.18823 1.34288
C -2.42954 3.35015 1.61514
H -3.66000 2.76355 -0.04481
C 4.77204 1.38657 -1.59900
C 3.62735 1.50215 -0.77400
H -1.92108 1.99621 -1.55572
H 6.46878 -0.04533 -1.55188
H -1.10953 -4.36744 -1.02184
H 0.42143 2.10422 -1.10788
H -2.45709 -1.76913 1.64701
C -1.62713 2.59428 -0.69234
N -0.23239 0.81184 0.36441
S -0.07921 -0.40822 -1.99302
C -0.13886 -0.34916 -0.31420
H -0.28165 0.77090 1.36945
H -3.42685 -1.73160 0.17345
H 5.08757 2.10833 -2.33753
H 0.18090 2.82802 0.48716
C -1.35060 -3.40526 -0.56193
H -2.78791 1.43181 0.69476
H -1.54305 3.63479 -1.01899
H -2.28003 4.39123 1.32240
C -0.02761 -2.82324 -0.05570
C 3.65027 0.43602 0.15364
H -3.99950 -2.61012 1.59666
H 5.17692 -1.14628 0.51276
H -3.20178 -4.26779 0.05559
H -0.13340 -1.34325 1.44764
H 0.36193 -3.44231 0.75424
H 2.98511 0.31197 0.99619
H 2.95669 2.34674 -0.75625
H -1.53902 3.02325 2.15658
N -0.10705 -1.45998 0.44876
C 5.50901 0.26589 -1.16714
C -2.43289 -3.63165 0.49976
C -0.23703 2.13411 -0.24295
*
```


Record 4
Formula: C5H6O
Source: OMol25
Level of theory: ωB97M-V/def2-TZVPD

Output
ΔE to the lowest compared entry with this formula, charge and spin	313.1	kJ/mol
HOMO	-9.6	eV
strongest force on any atom	1.908	eV/Å
LUMO	0.01861	hartree

Structure (ORCA input):
```
! wB97M-V def2-TZVPD RIJCOSX def2/J DEFGRID3
* xyz 0 1
C 0.21064 -1.12838 1.43452
O -0.94845 -0.37635 -2.47719
H 1.10075 0.86162 1.27162
H 0.22051 -1.13118 2.52556
H -0.68137 -1.65388 1.08625
C -0.52675 0.75429 -2.38688
C 0.21347 0.30672 0.94247
H -1.03596 1.67824 -2.72806
C 0.64542 0.98608 -1.55907
H -0.66111 0.86930 1.28368
H 1.08981 -1.66640 1.07178
C 0.37304 0.49995 -0.46468
*
```


Record 5
Formula: C4H3Cl4NOS
Source: OMol25
Level of theory: ωB97M-V/def2-TZVPD

Output
ΔE to the lowest compared entry with this formula, charge and spin	0.0	kJ/mol
HOMO	-8.9	eV
strongest force on any atom	2.227	eV/Å
LUMO	0.00074	hartree

Structure (ORCA input):
```
! wB97M-V def2-TZVPD RIJCOSX def2/J DEFGRID3
* xyz 0 1
H 1.92402 1.53289 1.57332
Cl -0.08858 -0.68085 -2.53647
N 0.26989 0.72111 0.50892
C -0.22004 -1.24229 -0.86065
Cl -2.04690 -2.02384 1.08142
H 0.49238 2.55690 1.47189
C 1.11456 1.84351 0.92422
S -1.40820 0.84063 0.43430
H 1.56656 2.33851 0.05449
C 0.79830 -0.44787 -0.03888
Cl -2.94069 -0.86908 -1.53140
C -1.59014 -0.87753 -0.26770
Cl 0.15375 -2.99887 -0.83064
O 1.97511 -0.69321 0.01719
*
```


Record 6
Formula: H22O11
Source: OMol25
Level of theory: ωB97M-V/def2-TZVPD

Output
ΔE to the lowest compared entry with this formula, charge and spin	533.5	kJ/mol
HOMO	-9.8	eV
strongest force on any atom	5.392	eV/Å
LUMO	-0.01921	hartree

Structure (ORCA input):
```
! wB97M-V def2-TZVPD RIJCOSX def2/J DEFGRID3
* xyz 0 1
H 2.24145 -0.10505 -2.43741
H -3.07725 -4.59151 -0.56116
O 2.52351 0.98123 2.60111
H 2.45411 -1.29038 3.87052
H 0.33797 0.24451 0.83475
O 0.19083 -1.64957 4.53838
H 0.86654 -2.21328 4.13847
H -1.86695 -2.92991 -4.07703
O -0.28610 1.82899 -2.13786
H -1.52056 2.67942 0.53812
O -2.75799 -3.75608 -0.64657
O 1.46210 4.15475 2.82731
H -1.97026 -3.76194 -1.24309
O -0.99693 -2.64532 -3.80279
H 0.93454 3.87699 3.59744
H 1.07450 -0.14198 -3.45039
H 0.24952 1.84669 -2.87857
H 1.31288 3.46684 2.28775
H 2.96148 0.39076 1.90187
O -2.01501 1.87646 0.63154
O 2.56964 -1.79066 2.98351
H 2.25108 -1.23253 2.29976
H -0.56689 0.25611 -0.26420
H -1.70929 1.53006 1.49465
H -0.04065 2.53233 -1.51198
H -1.82660 0.60667 -3.84305
O -1.67343 0.57066 -4.79238
O 1.21830 -0.03877 -2.51827
H -0.92161 -2.77327 -2.91385
O -0.35179 0.77682 0.44689
H 1.62246 0.70442 2.43572
H -0.20357 -1.17889 3.79698
H -1.66792 -0.38403 -5.06214
*
```


Record 7
Formula: C39H30F5OP2S3W
Source: OMol25
Level of theory: ωB97M-V/def2-TZVPD

Output
ΔE to the lowest compared entry with this formula, charge and spin	0.0	kJ/mol
HOMO (alpha / beta)	-9.9 / -11.2	eV
⟨S²⟩	2.020
strongest force on any atom	0.705	eV/Å
LUMO (alpha / beta)	-0.09553 / -0.09946	hartree

Structure (ORCA input):
```
! wB97M-V def2-TZVPD RIJCOSX def2/J DEFGRID3
* xyz 1 3
C 1.85816 -3.03609 1.09676
C -5.43849 -2.84882 -0.83102
F -1.53431 3.91431 -1.48409
H -6.80766 -4.35958 -1.48189
H 2.44293 4.82727 3.86276
C -3.07682 -1.84711 3.88913
H 1.22546 3.54645 -1.29779
C 2.98911 -0.91841 -2.02270
H -0.10661 -1.69511 -3.17852
H 2.81274 0.93108 -4.31648
S -3.74573 -0.93162 0.02403
C 2.16110 2.22068 1.73043
C 2.66773 4.41213 -2.63206
P 1.02908 0.91831 1.23271
F -3.98498 2.56919 -1.01875
C -5.77961 -4.12936 -1.23914
C 2.77323 1.90487 -3.84452
F -3.85305 4.65716 -0.42775
H 4.11149 4.99969 -4.10331
H 0.96337 -3.92467 -3.35435
H 4.57136 5.08023 2.63573
H -5.61473 0.37270 4.29127
H -2.08859 -3.27732 -0.42820
C 1.52742 -3.08383 -2.97259
C -2.98162 -1.84487 2.51105
H 3.61245 1.68044 0.22734
C 3.50113 4.19206 -3.72128
H 3.56170 -0.07272 -1.65785
C 1.94278 2.12660 -2.74935
C -4.03008 -1.05549 4.52416
C -4.79744 -0.23334 2.40538
H -2.23065 -2.43443 2.00155
S -1.04312 0.92624 -2.80973
H 3.31663 -4.22183 -2.66143
C 3.58068 -2.16656 -2.11141
C 2.70010 4.13426 3.07332
H -5.06590 -6.10011 -1.67347
H 0.88002 3.00289 3.26336
C -3.11830 -3.53529 -0.63787
C 1.82412 -0.67134 1.52535
H 5.15171 3.51214 0.81590
H -4.09543 -1.06314 5.60395
C -1.86935 3.28627 -0.31157
H -2.40440 -2.45971 4.47387
C 0.92544 -1.83532 -2.88260
C 1.88312 3.38061 -2.14250
C -3.85322 -1.04082 1.78698
C 3.55354 2.94423 -4.32712
H 2.62493 5.38691 -2.16518
H 3.36256 0.07895 2.82670
H 4.61232 -2.29646 -1.81242
F -1.29110 4.02047 0.68683
H 4.38561 -2.14137 3.17139
C -3.38758 3.44775 -0.16567
H 3.43395 -4.12903 2.05971
C 2.94079 -0.79355 2.34417
S -0.80271 1.05833 2.11899
H 4.20081 2.77870 -5.17781
C 3.89393 4.27571 2.38204
C 2.84946 -3.24864 -2.58622
W -1.36571 1.10332 -0.32234
C 1.65873 -0.75334 -2.40938
C 1.82520 3.10701 2.74647
C -4.11358 -2.57731 -0.52430
H -2.71240 -5.57102 -1.15324
C 0.55068 1.05086 -0.42437
C -3.47183 -4.80743 -1.05385
C 4.22348 3.39365 1.35884
H -6.19093 -2.07310 -0.75606
C -4.88680 -0.25023 3.79050
P 0.86692 0.83932 -2.11533
O -2.22707 -0.81989 -0.26222
F -3.77365 3.09787 1.07314
C 2.97842 -3.15865 1.91194
C 3.51607 -2.04359 2.53545
H 1.44584 -3.90745 0.60459
C -4.79828 -5.10409 -1.34768
H -5.44138 0.40601 1.81371
C 1.27834 -1.79510 0.90335
C 3.35907 2.36434 1.03051
H 0.40938 -1.69182 0.26206
*
```